A cluster of 2 separate species, C50H63N6O3 in total at a distorted geometry, computed with ωB97M-V/def2-TZVPD.

## Properties
frontier orbital gap	2.96	eV
energy relative to the best compared isomer or geometry (same formula, charge and spin)	0.0	kcal per mole
charge	+1
calculated total energy	-2496.9510	hartree
2S+1	1

The geometry in XYZ format:
```
122
Properties=species:S:1:pos:R:3:lowdin_charge:R:1
C -4.0989 0.8168 -2.3978 -0.061
C -2.6366 0.7833 -1.9487 -0.375
C -2.0178 2.1826 -1.9473 -0.055
C -1.8350 -0.1563 -2.8165 -0.136
C -1.7191 0.1118 -4.1692 -0.033
C -1.0010 -0.7241 -4.9957 -0.049
C -0.3822 -1.8385 -4.4711 -0.025
C -0.4569 -2.1283 -3.1179 -0.123
C 0.2130 -3.3694 -2.5708 -0.367
C 1.5121 -3.7015 -3.3139 -0.070
C -0.7413 -4.5606 -2.6056 -0.052
C -1.2066 -1.2891 -2.2784 -0.078
N -1.2954 -1.5585 -0.8584 -0.017
N -0.4116 -1.0891 0.0186 0.175
N -0.8061 -1.5266 1.1934 -0.044
C -0.1180 -1.2356 2.4315 -0.072
C -0.4626 -0.0985 3.1747 -0.133
C -1.5561 0.8389 2.7173 -0.370
C -0.9989 2.2372 2.4439 -0.050
C -2.6970 0.8824 3.7361 -0.050
C 0.2138 0.1673 4.3521 -0.027
C 1.2147 -0.6686 4.8003 -0.042
C 1.5554 -1.7839 4.0646 -0.025
C 0.9025 -2.0837 2.8821 -0.131
C 1.3005 -3.3162 2.1036 -0.373
C 1.0585 -4.5824 2.9279 -0.051
C 2.7544 -3.2222 1.6370 -0.053
C -1.9745 -2.3080 1.1284 -0.183
C -2.6465 -2.9454 2.2833 0.006
C -2.3131 -2.3262 -0.2197 -0.279
C -3.3805 -2.9460 -0.8230 -0.044
H -4.5371 -0.1823 -2.3841 0.070
H -4.7047 1.4660 -1.7639 0.075
H -4.1769 1.1910 -3.4192 0.076
H -2.5961 0.3862 -0.9209 0.118
H -0.9798 2.1515 -1.6131 0.085
H -2.0228 2.6047 -2.9528 0.076
H -2.5661 2.8696 -1.3007 0.077
H -2.1996 0.9838 -4.5825 0.113
H -0.9217 -0.5046 -6.0497 0.111
H 0.1605 -2.4923 -5.1330 0.107
H 0.4646 -3.1511 -1.5193 0.122
H 2.2007 -2.8554 -3.3114 0.088
H 2.0217 -4.5596 -2.8733 0.080
H 1.3060 -3.9568 -4.3539 0.069
H -1.6487 -4.3628 -2.0359 0.047
H -1.0361 -4.7763 -3.6325 0.087
H -0.2763 -5.4609 -2.2019 0.081
H -1.9498 0.4339 1.7703 0.119
H -0.1979 2.2024 1.7042 0.087
H -1.7698 2.9193 2.0817 0.080
H -0.5830 2.6684 3.3550 0.078
H -3.1076 -0.1115 3.9148 0.067
H -2.3424 1.2622 4.6944 0.082
H -3.5087 1.5326 3.4091 0.066
H -0.0504 1.0361 4.9313 0.115
H 1.7285 -0.4514 5.7249 0.113
H 2.3364 -2.4350 4.4196 0.115
H 0.6541 -3.3533 1.2110 0.121
H 0.0178 -4.6556 3.2442 0.066
H 1.3077 -5.4857 2.3696 0.084
H 1.6703 -4.5763 3.8303 0.079
H 2.9155 -2.3270 1.0350 0.086
H 3.4281 -3.1656 2.4926 0.077
H 3.0495 -4.0901 1.0450 0.081
H -3.5306 -3.5110 1.9830 0.076
H -1.9719 -3.6330 2.7963 0.073
H -2.9618 -2.1979 3.0130 0.068
H -4.0750 -3.5372 -0.2641 -0.007
H -3.5190 -2.8816 -1.8807 0.024
C -12.3134 -6.8522 -0.0244 0.003
N -10.9555 -6.4689 -0.3575 -0.026
C -10.1760 -7.2260 -1.2037 -0.382
O -10.4915 -8.2662 -1.7418 0.127
C -8.8492 -6.4972 -1.3364 -0.139
C -8.5621 -6.1017 -2.7808 -0.086
C -8.4357 -7.2774 -3.6957 -0.247
C -9.3230 -7.4646 -4.7433 -0.038
C -9.2361 -8.5791 -5.5519 -0.066
C -8.2586 -9.5241 -5.3217 -0.076
C -7.3686 -9.3492 -4.2836 -0.067
C -7.4553 -8.2306 -3.4819 -0.043
N -8.9215 -5.3046 -0.4449 0.076
C -7.9202 -4.4075 -0.2578 0.052
C -8.0704 -3.3100 0.5663 -0.062
C -7.1520 -2.3168 0.8124 0.064
C -7.4093 -1.2257 1.6889 -0.186
C -6.4127 -0.2530 1.8826 0.023
C -6.6199 0.8114 2.7189 0.028
C -7.8199 0.9582 3.3983 -0.118
N -8.0287 2.0857 4.2835 -0.302
O -9.1286 2.1909 4.8613 0.085
O -7.1001 2.9042 4.4307 0.086
C -8.8174 0.0131 3.2198 0.026
C -8.6284 -1.0595 2.3865 0.019
C -10.2838 -5.2550 0.1885 -0.426
C -11.0382 -4.0083 -0.2723 0.018
C -10.1614 -5.3946 1.7050 0.017
H -12.5750 -7.7671 -0.5506 0.103
H -12.4008 -7.0203 1.0464 0.093
H -13.0073 -6.0657 -0.3135 0.093
H -8.0529 -7.1494 -0.9609 0.168
H -9.3735 -5.4572 -3.1246 0.129
H -7.6541 -5.4953 -2.8411 0.125
H -10.1012 -6.7404 -4.9076 0.112
H -9.9406 -8.7193 -6.3561 0.109
H -8.1936 -10.4007 -5.9462 0.108
H -6.6139 -10.0935 -4.0876 0.108
H -6.7720 -8.0993 -2.6623 0.110
H -6.9936 -4.5710 -0.7779 0.153
H -9.0091 -3.2172 1.0692 0.051
H -6.1994 -2.3627 0.3158 0.110
H -5.4793 -0.3594 1.3583 0.122
H -5.8591 1.5555 2.8617 0.112
H -9.7416 0.1489 3.7527 0.127
H -9.4251 -1.7722 2.2712 0.109
H -11.1375 -4.0230 -1.3559 0.103
H -12.0385 -3.9746 0.1528 0.096
H -10.5286 -3.0838 -0.0110 0.075
H -9.6700 -6.3367 1.9398 0.107
H -9.5679 -4.6040 2.1575 0.073
H -11.1394 -5.3998 2.1804 0.096
```

The ion C7H15N4O3 with charge +1 at a distorted geometry, computed with ωB97M-V/def2-TZVPD.

## Properties
frontier orbital gap	8.44	eV
energy relative to the best compared isomer or geometry (same formula, charge and spin)	0.0	kcal per mole
charge	+1
calculated total energy	-720.0696	hartree
2S+1	1

The geometry in XYZ format:
```
29
Properties=species:S:1:pos:R:3:lowdin_charge:R:1
C -0.7945 3.6907 -1.7133 -0.096
N 0.0424 2.9324 -0.8200 -0.080
N -0.1810 1.6288 -0.5292 -0.045
C -1.4119 1.1478 0.0254 -0.227
N -1.4355 -0.1077 0.7153 0.113
C -0.8154 -1.0894 -0.1274 -0.403
C -1.3732 -2.5886 0.0223 -0.100
O -0.3629 -3.5160 -0.3669 -0.087
N 0.6778 -0.9642 0.4018 0.216
C 1.4642 -1.7943 0.9575 0.025
C 2.6876 -1.3840 1.7603 -0.172
O 2.8548 0.0681 1.7316 -0.099
O -0.9124 -0.6293 -1.3872 0.076
C -1.0897 0.8079 -1.3708 -0.108
H -0.5223 4.6973 -1.6779 0.075
H -0.9164 3.2999 -2.6928 0.069
H -1.8010 3.8457 -1.3381 0.090
H 0.9883 2.9746 -1.1645 0.125
H -2.2051 1.7904 0.2899 0.151
H -0.8749 0.0880 1.6031 0.178
H -2.1961 -2.6864 -0.6203 0.110
H -1.7195 -2.8086 1.0992 0.157
H -0.7224 -4.4427 -0.4042 0.138
H 1.0444 -0.0540 0.3284 0.115
H 1.1580 -2.8612 1.0660 0.157
H 3.5139 -1.8674 1.2113 0.138
H 2.6996 -1.7993 2.8021 0.152
H 3.6838 0.2099 2.3823 0.180
H -1.4806 1.4117 -2.1842 0.152
```

A cluster of 5 separate species, C37H74BF5OPS in total at a distorted geometry, computed with ωB97M-V/def2-TZVPD.

## Properties
frontier orbital gap	7.05	eV
energy relative to the best compared isomer or geometry (same formula, charge and spin)	0.0	kcal per mole
charge	-1
calculated total energy	-2793.2353	hartree
2S+1	1

The geometry in XYZ format:
```
120
Properties=species:S:1:pos:R:3:lowdin_charge:R:1
C 5.0050 -0.9086 -0.6103 -0.081
C 4.4792 -0.9536 -2.0837 -0.227
C 5.1031 -0.0033 -3.0199 -0.070
C 4.6305 -0.0189 -4.4064 -0.104
C 3.6112 -0.9675 -4.8248 -0.049
C 2.9684 -1.9370 -3.8981 -0.173
C 1.8980 -2.8760 -4.5204 -0.142
B 0.9109 -3.6920 -3.5143 -0.788
C 0.2921 -2.8517 -2.2434 -0.127
C -0.0283 -1.3278 -2.4939 -0.374
C -1.5640 -0.9653 -2.1848 -0.086
O 0.7450 -0.4501 -1.6156 -0.099
P -0.6571 -4.1954 -4.5936 0.424
S -1.6698 -2.6679 -5.3029 0.058
C 1.5623 -5.0744 -2.9014 -0.312
F 0.7607 -5.4613 -1.7871 0.015
F 2.8608 -4.9427 -2.3980 0.056
C 1.5838 -6.3390 -3.8537 -0.447
F 1.9530 -6.0806 -5.1439 0.111
F 2.5862 -7.1940 -3.3677 0.069
F 0.4409 -7.1098 -3.7820 0.098
C 3.4231 -1.8843 -2.5220 0.012
H 4.2604 -0.5245 0.1292 0.067
H 5.9821 -0.3476 -0.5766 0.070
H 5.2838 -1.9747 -0.3533 0.072
H 5.8785 0.7312 -2.7093 0.087
H 5.0451 0.7033 -5.1550 0.085
H 3.2827 -0.9347 -5.8875 0.098
H 2.4447 -3.5436 -5.2554 0.113
H 1.2398 -2.2240 -5.1743 0.078
H -0.6997 -3.3441 -1.9968 0.082
H 0.8941 -2.9544 -1.2919 0.107
H 0.1567 -0.9610 -3.5303 0.116
H -1.6614 -0.1050 -1.4667 0.065
H -2.1501 -1.8389 -1.8046 0.065
H -2.0381 -0.6620 -3.1615 0.037
H 0.3083 -0.4244 -0.7500 0.066
H -1.5516 -4.9174 -3.7240 -0.016
H -0.3282 -5.0371 -5.6952 -0.034
H 2.9631 -2.5549 -1.7680 0.096
C -3.5088 -1.1317 0.8437 -0.112
C -3.7827 -0.4063 2.1549 -0.268
C -5.2662 -0.1164 2.3843 -0.230
C -5.9171 0.8047 1.3482 -0.227
C -5.2622 2.1775 1.1930 -0.270
C -5.3173 3.0189 2.4632 -0.114
H -3.8058 -0.5327 -0.0191 0.055
H -2.4421 -1.3426 0.7462 0.066
H -4.0455 -2.0830 0.8052 0.081
H -3.2015 0.5201 2.1910 0.099
H -3.4197 -1.0274 2.9801 0.103
H -5.3902 0.3134 3.3839 0.098
H -5.8156 -1.0643 2.3965 0.108
H -6.9695 0.9421 1.6211 0.108
H -5.9235 0.3081 0.3727 0.098
H -5.7807 2.7189 0.3951 0.093
H -4.2236 2.0721 0.8666 0.101
H -6.3512 3.1723 2.7831 0.073
H -4.8710 4.0001 2.2850 0.068
H -4.7682 2.5500 3.2818 0.064
C 4.0957 -4.1592 1.9351 -0.106
C 2.9585 -3.8512 2.9004 -0.266
C 2.6094 -2.3644 2.9683 -0.218
C 3.7296 -1.4511 3.4748 -0.232
C 4.2737 -1.7927 4.8619 -0.266
C 3.2278 -1.6748 5.9649 -0.113
H 5.0264 -3.6748 2.2397 0.065
H 4.2798 -5.2354 1.9004 0.071
H 3.8480 -3.8270 0.9242 0.067
H 3.2077 -4.2318 3.8961 0.096
H 2.0692 -4.4004 2.5767 0.106
H 1.7247 -2.2404 3.6016 0.101
H 2.3127 -2.0243 1.9700 0.107
H 3.3568 -0.4213 3.4835 0.087
H 4.5598 -1.4625 2.7608 0.095
H 5.0962 -1.1063 5.0888 0.102
H 4.7035 -2.7985 4.8685 0.098
H 2.8158 -0.6631 6.0029 0.070
H 3.6783 -1.8918 6.9366 0.067
H 2.4057 -2.3775 5.8176 0.065
C -5.0695 0.9233 -3.2811 -0.106
C -4.9385 2.2119 -4.0825 -0.263
C -5.3042 3.4614 -3.2803 -0.228
C -6.7528 3.5205 -2.7889 -0.236
C -7.8161 3.4256 -3.8832 -0.273
C -7.7583 4.5768 -4.8811 -0.117
H -6.0996 0.7494 -2.9608 0.065
H -4.7642 0.0693 -3.8893 0.074
H -4.4314 0.9503 -2.3939 0.064
H -5.5495 2.1457 -4.9879 0.099
H -3.9021 2.3085 -4.4194 0.108
H -5.0898 4.3456 -3.8895 0.099
H -4.6419 3.5303 -2.4101 0.106
H -6.8929 4.4574 -2.2379 0.107
H -6.9243 2.7185 -2.0635 0.092
H -8.8021 3.4278 -3.4075 0.102
H -7.7349 2.4736 -4.4152 0.099
H -7.8805 5.5372 -4.3739 0.072
H -8.5612 4.4795 -5.6159 0.067
H -6.8125 4.5913 -5.4255 0.065
C 4.6779 2.2110 2.5881 -0.102
C 3.5402 2.5181 3.5543 -0.276
C 3.1899 4.0045 3.6241 -0.227
C 4.3107 4.9153 4.1311 -0.231
C 4.8542 4.5688 5.5175 -0.274
C 3.8087 4.6850 6.6211 -0.116
H 5.6086 2.6950 2.8924 0.067
H 4.8621 1.1351 2.5534 0.050
H 4.4303 2.5433 1.5771 0.082
H 3.7902 2.1368 4.5496 0.095
H 2.6509 1.9685 3.2304 0.103
H 2.3057 4.1277 4.2578 0.100
H 2.8925 4.3459 2.6267 0.111
H 3.9397 5.9461 4.1425 0.107
H 5.1402 4.9042 3.4170 0.100
H 5.6777 5.2528 5.7462 0.102
H 5.2821 3.5622 5.5211 0.098
H 3.3984 5.6970 6.6625 0.073
H 4.2590 4.4643 7.5918 0.067
H 2.9854 3.9841 6.4719 0.065
```

A cluster of 2 separate species, C3H5NO in total at a distorted geometry, computed with ωB97M-V/def2-TZVPD.

## Properties
frontier orbital gap	8.68	eV
energy relative to the best compared isomer or geometry (same formula, charge and spin)	86.5	kcal per mole
calculated total energy	-247.1694	hartree
2S+1	1

The geometry in XYZ format:
```
10
Properties=species:S:1:pos:R:3:lowdin_charge:R:1
C 1.7401 0.4067 0.3807 -0.143
C 0.7468 0.9571 -0.2297 -0.061
C -1.4126 0.0524 0.1053 -0.379
N -1.2102 -1.2359 0.0306 0.139
O -2.2864 0.8723 0.0912 0.070
H 2.6786 0.7140 0.0933 0.009
H 1.4378 -0.3768 1.1907 0.087
H 0.6432 1.7312 -1.0383 0.053
H -0.2815 -1.4204 -0.3800 0.113
H -2.0558 -1.7006 -0.2437 0.112
```

A cluster of 2 separate species, C3H8IO in total, computed with ωB97M-V/def2-TZVPD.

## Properties
frontier orbital gap	7.39	eV
energy relative to the best compared isomer or geometry (same formula, charge and spin)	0.2	kcal per mole
charge	-1
calculated total energy	-492.1348	hartree
2S+1	1

The geometry in XYZ format:
```
13
Properties=species:S:1:pos:R:3:lowdin_charge:R:1
I 5.6853 -8.5883 -16.8748 -0.609
C 3.0419 -7.2406 -21.7818 -0.076
C 3.6952 -7.0376 -20.4238 -0.534
C 2.7079 -7.1334 -19.2796 -0.090
O 4.7160 -8.0130 -20.3046 -0.119
H 2.3882 -8.1115 -21.7760 0.074
H 3.8284 -7.4126 -22.5249 0.072
H 2.5136 -6.3378 -22.0961 0.068
H 4.1635 -6.0418 -20.3844 0.129
H 1.8635 -6.4502 -19.4240 0.071
H 3.1929 -6.9025 -18.3297 0.036
H 2.3175 -8.1501 -19.1993 0.082
H 4.9333 -8.1092 -19.3560 -0.105
```